1.
Computed, not measured: 2 unconnected molecules or ions with the total composition C4H12N2O at a distorted geometry, with ωB97M-V/def2-TZVPD.

Structure (XYZ):
```
19
Properties=species:S:1:pos:R:3:forces:R:3
O 1.50399 -1.64204 1.08108 -0.38 1.58 0.38
N 1.07826 -0.58138 1.50644 0.68 -2.05 0.36
N 1.18738 2.15257 -0.61296 -0.36 -0.02 4.20
C -1.02768 -1.08129 -1.00326 0.21 -0.68 0.03
C -0.00939 1.36385 -0.61877 -0.23 -2.41 -1.12
C -0.14230 0.09071 -1.57450 -0.91 0.33 -0.80
C -0.11306 -0.76800 2.34745 -2.37 1.19 -1.97
H -0.85656 -0.03226 1.92139 0.70 -0.41 0.18
H -1.27455 -1.90734 -1.77544 0.19 1.65 1.00
H -0.17107 1.05491 0.39733 -0.31 -0.16 0.25
H -1.96808 -0.67810 -0.53271 0.77 -0.58 -0.55
H -0.84281 1.92098 -0.91247 -1.37 1.32 -0.26
H 1.66891 1.80847 0.26522 -0.25 0.90 -1.49
H 0.76854 -0.36098 -1.87438 1.52 -0.33 0.43
H -0.66988 -1.70204 2.20553 0.89 -0.26 0.47
H -0.03986 -0.37027 3.33090 0.73 -0.16 1.00
H -0.45347 0.44128 -2.62111 -0.38 -0.31 1.52
H 1.79824 1.95504 -1.31638 1.82 -0.64 -2.61
H -0.43662 -1.66412 -0.21333 -0.95 1.02 -1.04
```
Positions in Å, forces in eV/Å.

As for the gap between HOMO and LUMO: 8.836 eV. The LUMO energy comes out at -0.3 eV. As for the total charge: 0. Its energy relative to the best compared isomer or geometry (same formula, charge and spin) is 455.5 kJ/mol. The calculation puts the maximum force at 4.2 eV/A.

These are the Löwdin partial charges, in e, on atoms 1 to 6:
1. O -0.019
2. N -0.083
3. N 0.009
4. C -0.128
5. C -0.308
6. C -0.228

=====

2.
Computed, not measured: C4H12N2O in the gas phase at a distorted geometry, with ωB97M-V/def2-TZVPD.

Structure (XYZ):
```
19
Properties=species:S:1:pos:R:3:forces:R:3
O -0.43274 -1.70939 -1.24460 0.31 -0.66 0.44
N 0.81456 0.47061 -0.07358 0.68 -1.00 0.42
N 3.05476 0.82129 0.70380 -0.11 0.25 -0.11
C -0.56803 0.25828 0.18544 -0.99 -0.22 -0.70
C -1.23302 -0.60619 -0.90458 0.29 0.62 -0.01
C 1.66845 1.00424 0.98502 0.01 0.41 -0.70
C -2.63960 -1.01463 -0.50059 0.16 -0.15 -0.57
H 0.37507 -1.65083 -0.70786 -0.11 0.09 -0.28
H -3.33000 -0.20063 -0.73797 -0.08 -0.19 0.14
H -1.31615 -0.00070 -1.81496 0.00 0.15 -0.04
H -0.68999 -0.28128 1.12829 0.13 0.15 0.18
H 1.08252 0.76683 -0.99691 -0.14 0.24 -0.07
H -1.19965 1.15541 0.20380 0.07 0.30 0.40
H 1.48373 2.09039 1.05294 0.12 -0.19 0.50
H 3.59913 1.59341 0.37549 0.09 -0.10 0.09
H 3.52336 -0.02508 0.95231 0.04 -0.04 -0.02
H -2.70595 -1.26802 0.54798 -0.03 -0.05 0.36
H 1.41277 0.50440 1.92336 -0.28 0.16 -0.05
H -2.89924 -1.90810 -1.07737 -0.16 0.23 0.03
```
Positions in Å, forces in eV/Å.

As for the gap between HOMO and LUMO: 9.743 eV. The LUMO energy comes out at 1.1 eV. As for the total charge: 0. Its energy relative to the best compared isomer or geometry (same formula, charge and spin) is 138.4 kJ/mol. The calculation puts the maximum force at 1.3 eV/A.

These are the Löwdin partial charges, in e, on atoms 1 to 6:
1. O -0.044
2. N -0.083
3. N 0.011
4. C -0.221
5. C -0.464
6. C -0.317